# 1
ORCA calculation (the ωB97M-V functional and the def2-TZVPD basis) on 16 unconnected molecules or ions with the total composition C66H173N13O25 at a distorted geometry.

Its total charge is 0. For the energy above the lowest of the compared OMol25 structures with the same formula, charge and spin, the calculation gives 31.1 kcal/mol. The value obtained for the total energy is -5210.75788 Ha.

Each line ends with the Mulliken charge.
CARTESIAN COORDINATES (ANGSTROEM)
H  -25.6018  -2.2278  16.1527  -0.2739
C  -27.5809  -9.1129  10.9846  -0.3309
H  -25.8692  -5.8532  9.3530  -0.4570
C  -28.8310  -8.3378  11.5408  -1.2324
H  -23.1573  -7.5665  20.0384  0.0618
H  -35.0367  -2.6359  16.7665  -0.5790
N  -36.6028  -3.8912  17.5531  -0.3356
H  -24.3400  -13.8812  12.3188  0.4403
H  -34.5964  -1.1041  18.0091  -1.1502
H  -28.8439  0.0359  9.3412  0.3993
C  -30.0384  0.4119  16.3949  0.5778
C  -29.5767  -6.5152  23.1657  -0.5985
H  -27.8859  -1.8660  15.2711  -0.3723
H  -33.1790  -1.0616  13.1694  0.4501
H  -24.3830  -8.9361  21.5059  -0.2474
H  -19.7927  -7.1068  17.2162  0.4964
H  -24.0298  0.2631  12.9168  0.1467
C  -24.9403  -10.5876  14.8907  -0.5695
H  -24.0434  -10.5829  13.0212  0.2300
C  -25.6252  -12.8119  10.5700  -0.7999
C  -37.3997  -5.7800  14.4364  -0.7583
N  -23.8811  -10.9227  13.9584  -0.3622
H  -25.1531  -8.1375  8.9947  0.2831
H  -29.6149  1.5149  9.9900  0.3854
H  -32.8258  0.0163  19.4388  0.5883
C  -29.3211  -7.2346  24.5489  -0.7834
H  -26.7871  -0.2466  16.5038  -0.2899
O  -29.6875  -8.5787  14.5241  -0.4783
C  -33.7379  1.3715  14.0076  0.3965
H  -31.0139  1.6697  17.7790  0.5868
N  -28.1174  -8.0133  24.4665  -0.4121
H  -25.0205  -8.8047  10.7111  0.1499
O  -22.8160  -1.1695  20.5843  -0.6492
H  -24.9060  -8.6085  14.1985  -0.5811
H  -29.7909  -1.9987  17.8378  -0.2318
H  -26.8797  -9.3704  11.7784  -0.0583
C  -22.6554  -3.0348  15.9330  -0.9991
H  -33.2849  1.5867  18.6845  0.4234
H  -27.5927  -6.0049  13.6356  -1.0400
N  -28.4596  -6.9907  12.0666  1.4948
H  -33.9680  -1.1925  14.7360  -0.2471
H  -25.4982  0.0735  10.9479  0.1469
H  -26.7779  -1.7490  11.6712  0.3869
C  -37.2329  -2.9853  13.0726  -0.5612
O  -31.5866  -2.7290  18.7600  -0.5829
O  -27.9511  0.7182  11.1215  0.0074
C  -26.0726  0.5423  16.2692  -0.6186
H  -32.5015  -7.1906  11.5697  0.2151
H  -30.0728  -0.6496  16.1497  -0.2366
O  -26.8334  -8.3025  10.1017  -0.3848
C  -21.1074  -2.7900  20.3153  -0.9919
H  -28.0247  -4.9865  8.3903  0.4163
H  -22.7140  -12.6890  13.5458  0.4324
H  -38.3037  -3.1657  18.4820  0.4999
H  -23.2175  -2.7395  16.8190  -0.2081
C  -29.7448  1.1063  14.1295  -0.9160
O  -35.1588  0.8242  17.2684  -0.4447
H  -25.0254  -6.6823  16.5437  0.0186
H  -27.1887  -7.6405  13.6465  -0.1637
H  -27.8063  -9.3778  14.7758  -0.2510
H  -32.7777  -5.4773  14.5190  0.3648
H  -31.1062  -4.7854  17.3078  0.4894
H  -30.5049  -2.6764  5.7847  0.1545
C  -24.7867  -5.5948  20.6236  -1.3328
H  -38.2711  -6.3179  14.0631  0.3732
H  -33.4588  -4.8079  16.7419  -0.2411
H  -20.9254  -5.7993  19.4299  0.3462
H  -31.6584  -2.5802  14.1638  -0.3064
O  -26.9385  -3.1645  17.2191  0.0881
H  -29.0305  0.7079  16.6858  -0.0757
H  -26.9133  -3.0036  19.2015  0.4710
N  -25.6207  1.6121  12.4195  -0.2809
H  -29.6548  -5.5863  11.2259  -0.1666
C  -24.0143  -6.0259  11.7759  -0.8619
H  -22.7452  -4.1058  15.7513  0.2410
H  -26.2993  -4.0622  12.6792  -0.7710
H  -20.8635  -3.5439  19.5669  0.1467
H  -24.4541  -4.5910  13.5218  -0.4566
N  -26.5598  -2.3803  13.6674  1.6169
H  -25.2707  2.2926  14.8862  0.4827
H  -30.1846  -7.8665  24.7570  0.3650
N  -31.7458  -3.6159  7.6409  -0.3212
O  -27.4669  -3.1284  8.9511  -0.6265
H  -24.8225  -13.3396  10.0550  0.3459
O  -22.2731  -2.4030  13.6071  -0.5984
H  -22.2230  -7.7129  17.6202  0.3890
H  -27.5501  -0.7947  12.8554  -0.3025
H  -27.1478  -10.8983  23.1946  0.4233
H  -28.6554  -3.6175  12.4661  -0.4425
H  -22.9556  -2.6361  19.1399  -0.7506
C  -19.9432  -6.2035  17.8074  -0.4514
H  -22.8552  -1.0579  15.0683  0.4034
O  -32.4997  -5.2593  10.0653  -0.9008
H  -37.2525  -2.0161  17.7305  -0.0044
H  -28.9922  -6.8473  15.4080  0.5534
H  -32.1501  -4.1270  8.4125  0.1877
H  -27.0884  2.5060  10.3289  0.3525
O  -25.6601  0.2653  14.9498  0.2198
H  -23.2548  -3.1755  20.7422  -0.1586
H  -24.0295  -3.8523  12.0192  0.2065
H  -36.1300  -0.7168  16.2845  -0.2284
H  -26.7915  1.0760  9.3053  0.4911
C  -28.7815  -9.3568  15.2623  -0.2686
C  -34.1427  -1.0090  13.6758  0.4931
H  -29.4251  0.0840  13.9275  0.2748
H  -29.6808  -3.4975  18.7937  -0.3053
N  -30.1127  -2.5483  6.7066  -0.4449
C  -22.2534  -6.8032  18.2199  -0.2053
O  -25.8747  -4.7474  12.1577  0.1433
H  -35.7294  -1.2647  21.7034  0.2414
H  -26.7474  -6.8544  16.4728  0.2097
O  -23.6012  -5.6238  19.7831  -0.1573
H  -37.1461  0.4354  17.2694  0.4018
C  -31.5355  -5.6748  10.7018  0.7048
O  -25.8496  -8.6125  16.0065  -0.3781
C  -28.2536  -9.2798  23.7876  -0.3989
C  -36.6845  -1.7599  21.8785  -0.6709
H  -22.1266  -1.6567  13.0214  0.3348
H  -31.3648  -2.5294  12.4251  0.3041
C  -38.3031  -3.6381  14.0243  -0.8014
H  -28.0036  -3.5069  14.6913  -0.4681
C  -23.7505  -12.3938  13.7088  -0.9686
H  -22.4270  -0.4970  20.0204  0.3440
C  -34.5919  -0.0501  18.2867  1.0662
H  -30.3848  1.5385  13.3603  0.3155
C  -27.3831  -4.5035  9.1273  1.3497
H  -35.4647  -1.5968  11.9861  0.7137
O  -25.1371  -12.0663  11.6851  -0.2472
O  -37.3839  -2.0973  20.6884  -0.4065
H  -30.8326  -7.0424  11.9990  -0.0865
H  -28.8034  -9.0841  22.8670  0.2731
C  -28.7801  -2.5346  12.4671  -0.2574
H  -23.8967  1.3778  15.2215  0.5317
O  -30.5125  1.2055  15.2991  -0.4240
C  -37.2537  -2.8914  18.3800  -0.2623
H  -23.6060  1.9908  12.9287  0.5305
H  -35.2732  -0.0681  19.1374  0.7393
H  -25.2886  -4.6310  20.7087  0.4134
C  -30.6719  -2.9533  7.8181  0.4252
H  -36.5672  -5.6535  13.7442  0.1731
C  -35.1855  -3.5810  17.2887  0.4581
H  -33.3048  1.0102  14.9403  -0.2965
H  -24.0913  -2.1399  14.4694  -0.4656
C  -24.7920  1.3560  14.6002  -1.2357
C  -25.9376  -4.8753  8.8763  -0.6791
H  -34.9620  -5.7339  16.6599  0.5081
H  -24.7922  -10.9984  15.8894  0.4060
H  -27.4212  -5.0694  21.0707  -0.1831
H  -30.4875  0.1618  18.5147  0.5531
O  -29.6934  -2.1621  13.5262  1.3187
H  -24.8677  1.7297  10.4300  0.4774
H  -27.7267  -6.7992  11.3987  -0.5184
H  -20.1455  -5.4043  17.0943  0.1718
H  -25.3493  -3.7001  18.6285  -0.0846
C  -30.9259  -2.7970  13.3863  -0.1818
H  -25.6383  -3.9307  15.8150  0.1424
H  -35.9729  -2.7473  14.5473  -0.0289
H  -27.8551  -10.0634  10.5268  0.4691
H  -30.4851  -5.9133  23.1413  0.5365
H  -24.2830  -9.0613  23.2055  0.3551
H  -29.5153  -8.1968  10.7042  0.5807
C  -24.5593  -4.7055  12.4430  0.6063
C  -24.7846  -12.9899  12.7617  -0.4418
H  -24.2698  -7.2125  18.6298  0.5113
H  -34.2304  2.3430  13.9646  0.3257
H  -26.3996  1.0941  12.8004  0.0365
H  -36.3633  0.9917  15.7590  0.2657
H  -28.3673  -2.9198  9.2109  -0.0097
O  -30.1220  -2.8282  8.8580  -0.4822
H  -25.5046  -6.3743  20.3680  0.5942
H  -17.5970  -3.6577  20.4850  0.2242
C  -25.8230  -7.1974  16.0082  0.1100
C  -30.3006  -2.9247  18.1040  0.6496
C  -28.3172  -5.6009  21.3913  -0.3245
H  -34.6969  -2.9394  12.7331  0.0799
N  -36.3083  -2.1174  13.8326  -0.2389
C  -30.9489  0.5924  17.6260  -1.4256
C  -24.8350  -9.1077  15.1648  0.4686
H  -37.0949  -6.4137  15.2692  0.2619
H  -24.7331  -10.4918  22.1240  0.3487
H  -29.3127  -9.0500  12.2109  0.4467
H  -18.4407  -6.8963  19.1757  0.3682
H  -34.6029  -3.4067  18.1933  0.7358
H  -21.6302  -2.8197  16.2345  0.5686
C  -26.9070  1.4312  10.3293  -0.9148
C  -34.5204  -4.7499  16.5019  -0.9279
C  -24.3964  1.2675  13.1291  -0.4285
O  -26.2319  -9.0194  22.5656  -0.1304
H  -34.3582  -6.4372  14.3304  0.2772
H  -26.4098  -10.1364  24.4274  0.3818
C  -27.2959  -2.7050  14.9021  1.2907
H  -36.6846  -3.8257  12.6472  0.2720
H  -29.2104  -2.2187  11.5168  0.3796
H  -25.2660  -4.1987  9.4047  0.0973
H  -24.3560  -5.7239  21.6166  0.3328
H  -29.7555  -4.0014  16.4202  -0.3055
C  -33.8513  -5.4722  14.3307  -1.6150
C  -36.5859  -2.8086  19.7490  -0.1208
C  -35.1284  -1.9636  12.9559  -0.9525
H  -24.1419  -6.0427  10.6935  0.1660
H  -28.8495  1.7118  14.2706  0.2757
H  -25.5770  -9.7584  9.3205  0.2072
H  -28.3355  -6.5749  20.9024  0.3611
C  -18.6059  -6.0457  18.5144  -0.7856
H  -35.6337  -2.3049  19.5821  -0.1133
H  -38.6760  -2.7715  14.5704  0.3077
H  -25.8193  -6.7220  15.0274  -0.1424
N  -32.3367  0.0338  17.4600  0.4765
C  -28.0358  -6.9833  13.4496  1.4482
O  -28.4075  -5.7993  22.7899  -0.4162
H  -37.7082  -2.4166  12.2734  0.4607
H  -27.4976  -7.5323  23.8305  0.3156
C  -25.5785  -8.7679  9.7755  -0.5349
H  -28.9281  -9.9659  24.2999  0.4262
H  -37.3161  -1.0732  22.4421  0.2554
C  -24.8533  -9.4332  22.3543  -0.3588
H  -30.1253  -6.5859  14.1249  -0.3055
C  -25.5785  1.1577  11.0263  -0.3114
N  -20.9356  -6.5874  18.7983  -0.3869
H  -32.7429  0.3086  16.5771  -0.7469
N  -31.6173  -6.7168  11.4528  -0.1239
C  -26.1600  -3.0038  18.4137  -0.7191
O  -37.8712  -4.5489  14.9398  -0.3866
H  -17.8309  -5.9046  17.7611  0.4362
H  -17.3863  -5.3501  20.9570  0.3438
C  -36.2886  0.3120  16.6079  -0.2780
H  -25.2003  0.5141  16.9222  0.3869
H  -37.1516  -3.9898  16.7110  0.3351
H  -25.7377  -2.0051  18.5251  0.4209
H  -23.8897  -12.8004  14.7105  0.4099
C  -23.3929  -6.9089  19.2016  -0.4219
H  -30.7478  -3.8719  13.3551  -0.4305
C  -33.1985  0.5096  18.5411  -1.3108
H  -16.5699  -4.5618  19.4977  0.3386
H  -29.1027  -4.9668  20.9803  0.3882
C  -26.2788  -3.0674  15.9950  -0.7906
H  -27.6624  -4.7947  10.1398  -0.8231
H  -30.0540  -4.2335  10.2147  -0.1624
H  -33.8726  -5.1461  13.2908  0.4369
H  -24.4926  -6.8981  12.2216  -0.2758
H  -26.4651  -13.4628  10.8130  0.3665
O  -34.4674  -4.4766  15.0903  0.7588
H  -20.8166  -3.1755  21.2925  0.3164
H  -22.9373  -6.0034  11.9422  0.5536
C  -22.6200  -2.5006  20.1680  1.3711
H  -32.8719  1.5089  13.3600  0.2957
O  -34.5799  0.3548  13.4577  -0.5568
H  -29.8331  -0.0863  10.7432  0.0500
C  -29.1243  0.5757  10.2457  -0.8848
H  -29.1777  -2.1776  6.7986  0.2262
H  -31.9454  -1.9693  18.2955  0.1362
C  -29.2578  -7.1832  14.4057  -0.6479
H  -20.5046  -1.8847  20.2449  0.4229
H  -36.5683  -2.6726  22.4630  0.2971
H  -25.9722  -10.7850  14.6001  0.2867
H  -29.8263  -7.2854  22.4358  0.3194
H  -22.6093  -5.9957  17.5801  -0.1976
C  -27.3817  -1.8344  12.5746  0.0488
C  -17.4666  -4.6719  20.1075  -0.8618
H  -26.6702  1.4530  16.3098  0.4623
C  -26.9238  -9.8768  23.5019  -0.8822
H  -23.8840  -8.8548  15.6336  0.2562
H  -29.2996  -6.4828  25.3379  0.3350
H  -29.1672  -10.3624  15.4299  0.3967
H  -25.6675  -5.0096  7.8289  0.5270
H  -25.8529  -1.6788  13.8357  -1.2815
O  -18.6289  -4.8745  19.2884  -0.1762
H  -31.9647  -3.8145  6.6751  0.1411
H  -28.5428  -8.9881  16.2598  0.2677
C  -30.6794  -3.8391  16.9753  0.6527
C  -23.0426  -2.0870  14.7616  0.7977
H  -39.1018  -4.0964  13.4411  0.4601
N  -30.3346  -5.0929  10.6650  0.8207
H  -36.4042  -3.8075  20.1455  0.3964
H  -25.6953  -13.3574  13.2345  0.3328
H  -31.3621  -3.4969  16.1974  -0.6353
H  -25.9860  -12.0167  9.9176  0.1345

=====

# 2
ORCA calculation (the ωB97M-V functional and the def2-TZVPD basis) on a molecular structure, C34H16F15GeN4O3SW at a distorted geometry.

Its total charge is +1. The value obtained for the total energy is -5789.94327 Ha.

Each line ends with the Mulliken charge.
CARTESIAN COORDINATES (ANGSTROEM)
C  0.0864  -3.4497  3.3242  0.2673
C  0.7676  -4.2285  5.4787  0.5673
C  1.5362  -0.9721  -2.2195  -0.6869
H  -3.0302  3.3539  0.3040  0.4590
C  -4.9902  -5.6974  0.0701  0.0150
C  -3.8887  -1.9634  3.5776  -0.1023
F  0.3637  -3.0263  2.0455  -0.4385
O  1.2999  -2.2977  -0.2643  -0.6158
C  -4.5162  -4.5957  0.7729  0.3574
F  -5.7127  -3.3938  3.4307  -0.2818
W  0.0338  -0.9221  0.3314  1.8619
H  0.9202  -0.5551  -3.0214  0.3034
F  -3.5126  1.2345  5.2700  -0.2974
F  -2.0367  -0.5530  3.7791  0.0774
C  2.6546  -1.2992  2.0391  -0.2913
C  -5.3986  -0.2003  5.1334  0.5405
F  -4.7601  -7.9835  -0.4596  -0.2783
C  -4.0708  0.1061  4.8298  -0.3087
F  -6.0410  -5.5971  -0.7346  -0.2764
H  2.4183  -1.4596  -2.6429  0.4217
C  3.1631  -0.2520  4.1342  -0.6668
F  -6.1120  0.6363  5.8732  -0.2898
N  -0.4532  0.7824  1.3778  0.9398
C  -5.9641  -1.3941  4.6801  0.0759
C  -2.8864  1.5020  -2.5242  -0.3709
H  2.8620  -0.0458  -0.9172  0.2653
N  -1.3960  1.5797  0.8229  -1.2370
C  -3.4093  -4.6806  1.6025  -0.3694
H  3.8015  -0.1423  4.9957  0.4859
N  1.4990  -0.6080  1.8909  0.0189
H  4.3965  -1.7454  3.1695  0.4864
O  -0.5022  -2.2078  -1.4994  -0.5665
F  -2.8533  -4.1397  5.2251  -0.3336
C  -1.5589  -4.0060  4.9281  0.5651
C  -0.5734  -4.3438  5.8495  0.0951
F  2.3839  -3.7355  3.8254  -0.3195
F  -7.2167  -1.6911  4.9975  -0.2829
C  -1.5880  1.2488  -0.4338  0.2505
N  1.8873  0.0613  -1.2057  -0.4529
H  0.4167  2.9617  3.5908  0.4488
H  -4.7484  4.5369  -1.0338  0.4149
F  -0.8938  -4.7670  7.0627  -0.2867
H  1.7150  1.1852  4.7720  0.5454
C  -3.8538  2.1524  -3.2647  -0.7907
H  2.8883  -2.0189  1.2590  0.4697
C  0.0653  1.1178  2.5747  0.7449
H  -5.2689  3.7594  -3.3182  0.4087
F  -1.6592  -5.9695  2.4724  -0.2139
C  -2.5818  1.9435  -1.2345  0.3775
F  -2.6005  -8.1954  1.1904  -0.2788
C  -2.7651  -5.8990  1.7129  0.6572
H  1.7832  0.9988  -1.5939  0.2397
H  -1.1827  2.8021  2.8351  0.3090
C  1.1855  0.3113  2.8857  0.8079
C  -3.3438  -0.7889  4.0629  -0.0654
C  -3.2229  -7.0298  1.0475  0.0248
S  -2.2068  -1.6133  0.7977  -0.5964
O  -0.8350  0.2894  -0.9297  -0.5501
C  1.1061  -3.7998  4.1946  0.0957
C  -0.4046  2.2779  3.3818  -1.7692
C  -5.2019  -2.2529  3.8898  0.5043
H  -0.8061  1.9453  4.3365  0.3898
C  -4.3347  -6.9228  0.2102  0.5558
C  -3.2652  3.0409  -0.6995  -0.3574
C  0.7207  -1.9467  -1.3775  0.9220
H  -2.3732  0.6370  -2.9159  0.4466
C  -4.2215  3.6916  -1.4513  -0.7038
F  -5.0946  -3.3974  0.6599  -0.3141
C  -4.5106  3.2555  -2.7379  -0.3885
C  2.0058  0.4710  4.0208  -0.9418
C  3.5004  -1.1517  3.1103  -0.6679
H  -4.1025  1.7943  -4.2520  0.4222
C  -1.2410  -3.5319  3.6691  -0.5225
F  1.7261  -4.5367  6.3400  -0.2988
Ge  -2.6923  -3.0138  2.3960  1.3741